The following is a DFT calculation (ωB97M-V with the def2-TZVPD basis set) of a 2-piece molecular cluster, C4H7NO overall in a non-equilibrium geometry.

Results
Highest occupied orbital energy ... -0.3264 Eh
E_LUMO ... 0.64 eV

Each line ends with the Mulliken charge.
Positions of all 13 atoms, in Å:
C: 1.9498 0.5703 -0.2848  -0.55
O: 1.7792 -0.8597 -0.3498  -0.22
C: 0.6743 -1.2982 -0.8624  -0.29
C: -2.1798 -0.0622 0.2404  -0.55
C: -1.2893 0.7555 1.0608  0.36
N: -0.5536 1.3892 1.6906  -0.43
H: 1.1131 1.0562 -0.7892  0.34
H: 2.9007 0.7949 -0.7710  0.25
H: 1.9760 0.8554 0.7679  0.25
H: 0.8023 -2.4058 -0.7881  0.16
H: -1.5498 -0.6622 -0.4284  0.17
H: -2.7909 -0.7098 0.8741  0.28
H: -2.8320 0.5766 -0.3600  0.23